[1]
DFT (the ωB97M-V functional and the def2-TZVPD basis) results for a structure of composition C40H44BrF5N5O3PPt.

Structure (ORCA input):
```
! wB97M-V def2-TZVPD RIJCOSX def2/J DEFGRID3
* xyz 4 1
Pt -1.445 -1.059 1.599
F -1.657 4.658 5.791
C -1.264 3.556 5.213
C -0.089 2.935 5.610
F 0.635 3.445 6.573
C 0.315 1.763 4.976
F 1.441 1.190 5.370
C -0.433 1.184 3.959
P 0.160 -0.337 3.196
C 1.718 0.084 2.416
C 2.914 -0.519 2.800
C 4.112 -0.064 2.266
C 4.120 0.997 1.375
C 2.930 1.627 1.021
C 1.730 1.177 1.539
C 0.410 -1.574 4.446
C -0.033 -1.393 5.762
C 0.196 -2.381 6.704
C 0.870 -3.543 6.343
C 1.323 -3.722 5.040
C 1.096 -2.745 4.087
C -1.598 1.847 3.571
Br -2.596 1.277 2.049
C -2.021 3.010 4.173
F -3.114 3.625 3.765
H 2.930 -1.323 3.522
H 5.040 -0.530 2.567
H 5.061 1.356 0.978
H 2.945 2.485 0.361
H 0.813 1.700 1.302
H -0.536 -0.483 6.063
H -0.134 -2.238 7.724
H 1.055 -4.308 7.087
H 1.859 -4.622 4.771
H 1.443 -2.895 3.073
C 2.257 -2.002 -5.040
C 2.920 -1.274 -3.886
N 1.938 -0.862 -2.842
C 1.825 -1.619 -1.761
C 0.910 -1.387 -0.746
C 0.970 -2.340 0.385
O 1.854 -3.132 0.526
O -0.036 -2.404 1.297
C 0.073 -0.279 -0.841
O -0.803 0.067 0.069
C 0.189 0.558 -1.990
C -0.609 1.705 -2.170
C -0.491 2.469 -3.282
F -1.299 3.533 -3.377
C 0.438 2.193 -4.341
C 1.232 1.063 -4.140
C 1.124 0.255 -3.001
N 0.522 2.977 -5.466
C 1.360 2.623 -6.606
C 2.236 3.790 -7.041
N 1.397 5.049 -7.224
C -0.071 4.776 -7.066
C -0.347 4.148 -5.710
H 3.008 -2.245 -5.791
H 1.479 -1.406 -5.517
H 1.812 -2.938 -4.704
H 3.467 -0.384 -4.193
H 3.639 -1.916 -3.382
H 2.494 -2.468 -1.682
H -1.340 1.995 -1.428
H 1.947 0.773 -4.888
H 0.744 2.271 -7.438
H 2.034 1.807 -6.374
H 2.722 3.573 -7.990
H 2.998 4.021 -6.301
H 1.575 5.462 -8.143
H 1.683 5.756 -6.544
H -0.372 4.147 -7.900
H -0.601 5.723 -7.148
H -1.401 3.873 -5.709
H -0.200 4.895 -4.929
C -2.191 -3.370 3.540
N -2.712 -2.067 3.013
C -3.156 -1.264 4.195
C -3.957 -2.312 2.201
C -3.612 -3.027 0.930
N -2.739 -2.159 0.089
C -3.553 -1.207 -0.707
C -2.026 -3.061 -0.855
H -3.044 -3.991 3.820
H -1.589 -3.185 4.421
H -1.594 -3.877 2.787
H -3.839 -1.885 4.777
H -3.680 -0.370 3.879
H -2.302 -1.016 4.816
H -4.409 -1.338 2.000
H -4.660 -2.876 2.816
H -4.502 -3.324 0.372
H -3.054 -3.935 1.154
H -4.349 -1.743 -1.230
H -2.917 -0.720 -1.442
H -3.998 -0.446 -0.068
H -2.768 -3.642 -1.407
H -1.372 -3.735 -0.310
H -1.449 -2.474 -1.564
*
```

## Properties
HOMO-LUMO gap (eV): 6.36
E_LUMO (eV): -11.49
HOMO energy (eV): -17.841



[2]
DFT (the ωB97M-V functional and the def2-TZVPD basis) results for a structure of composition C40H44FeN7O5.

Structure (ORCA input):
```
! wB97M-V def2-TZVPD RIJCOSX def2/J DEFGRID3
* xyz 0 2
Fe 0.182 1.591 -0.152
N -2.101 1.280 -0.168
C -3.049 1.407 -1.197
C -4.373 1.674 -0.856
C -5.336 1.812 -1.839
C -4.969 1.703 -3.174
C -3.646 1.453 -3.498
C -2.656 1.283 -2.527
C -1.243 1.034 -2.952
C -1.059 0.325 -4.110
C 0.265 0.099 -4.633
C 1.144 1.217 -4.346
C 0.983 1.874 -3.173
C -0.099 1.569 -2.259
H -2.474 1.109 0.755
H -1.442 0.529 -0.383
H -4.643 1.754 0.191
H -6.363 2.011 -1.563
H -5.705 1.823 -3.957
H -3.355 1.415 -4.540
H -1.898 -0.153 -4.599
H 0.256 -0.173 -5.686
H 1.962 1.448 -5.018
H 1.673 2.659 -2.904
N -0.400 3.685 -0.458
C 0.393 4.858 -0.018
C 0.867 4.662 1.411
N 1.526 3.367 1.458
H -0.526 3.722 -1.463
H -1.324 3.718 -0.039
H -0.194 5.776 -0.110
H 1.255 4.917 -0.676
H 0.013 4.646 2.089
H 1.513 5.497 1.709
H 1.795 3.060 2.384
H 2.365 3.413 0.899
C 3.265 -3.144 2.250
O 2.075 -3.175 3.058
C 1.067 -3.978 2.586
C 0.642 -5.024 3.397
C -0.365 -5.877 2.983
C -0.960 -5.689 1.740
C -0.566 -4.624 0.952
C 0.432 -3.745 1.369
N 0.762 -2.661 0.502
C 0.462 -1.342 0.769
N 0.449 -1.022 2.058
C -0.014 0.179 2.615
C -0.353 1.272 1.854
C -1.063 2.278 2.541
C -1.268 2.260 3.902
C -0.787 1.195 4.673
C -0.186 0.144 4.015
O 0.250 -1.002 4.617
C 0.260 -1.035 6.029
N 0.200 -0.503 -0.222
C 0.129 -1.142 -1.504
C 1.132 -0.964 -2.426
C 0.937 -1.356 -3.802
C 0.008 -2.466 -3.968
C -0.967 -2.679 -3.046
C -0.984 -1.914 -1.848
O -1.996 -1.983 -0.928
C -3.305 -2.236 -1.420
H 4.006 -2.610 2.838
H 3.098 -2.613 1.317
H 3.601 -4.167 2.067
H 1.138 -5.154 4.349
H -0.675 -6.694 3.621
H -1.741 -6.354 1.397
H -1.047 -4.433 -0.001
H 0.654 -2.897 -0.473
H 0.887 -1.670 2.702
H -1.467 3.116 1.984
H -1.797 3.072 4.386
H -0.917 1.186 5.744
H 0.702 -1.988 6.309
H -0.755 -0.974 6.431
H 0.863 -0.218 6.434
H 1.989 -0.370 -2.150
H 1.874 -1.528 -4.326
H 0.023 -3.036 -4.888
H -1.725 -3.432 -3.217
H -3.960 -2.206 -0.553
H -3.384 -3.218 -1.890
H -3.597 -1.459 -2.132
O 2.725 3.567 -1.389
C 3.118 2.458 -1.054
C 4.579 2.062 -1.135
C 4.613 0.707 -0.463
C 3.186 0.515 0.026
O 2.888 -0.362 0.807
N 2.334 1.467 -0.522
H 5.170 2.822 -0.624
H 4.884 2.061 -2.182
H 5.289 0.637 0.388
H 4.851 -0.112 -1.142
*
```

## Properties
HOMO-LUMO gap (spin up / spin down) (eV): 6.37 / 6.35
E_LUMO (spin up / spin down) (eV): 0.22 / 0.22
HOMO energy (spin up / spin down) (eV): -6.147 / -6.138



[3]
DFT (the ωB97M-V functional and the def2-TZVPD basis) results for a structure of composition C40H45AsIrO4P2S2.

Structure (ORCA input):
```
! wB97M-V def2-TZVPD RIJCOSX def2/J DEFGRID3
* xyz 0 6
Ir 0.533 1.354 1.362
C 4.516 -2.736 -1.654
C 4.597 -1.262 -1.334
O 4.413 -1.097 0.081
P 3.836 0.258 0.737
S 2.081 1.747 2.807
S 1.961 0.480 -0.257
O 4.782 1.307 -0.095
C 4.569 2.711 0.078
C 5.736 3.448 -0.536
H 4.718 -2.901 -2.714
H 3.523 -3.124 -1.424
H 5.248 -3.294 -1.070
H 3.823 -0.703 -1.867
H 5.566 -0.843 -1.606
H 4.476 2.943 1.143
H 3.627 2.985 -0.405
H 6.668 3.167 -0.046
H 5.597 4.524 -0.427
H 5.820 3.214 -1.598
O -1.030 3.600 2.368
C -0.859 2.451 2.760
C -1.313 1.717 3.866
C -2.085 2.374 4.878
C -2.524 1.684 5.973
C -2.247 0.310 6.134
C -1.528 -0.347 5.151
C -1.050 0.329 4.034
P -0.285 -0.499 2.642
C -1.596 -1.600 2.010
C -2.500 -1.058 1.098
C -3.578 -1.806 0.650
C -3.753 -3.109 1.095
C -2.854 -3.657 2.001
C -1.784 -2.904 2.463
C 1.001 -1.600 3.279
C 1.469 -2.647 2.486
C 2.554 -3.405 2.894
C 3.189 -3.119 4.095
C 2.736 -2.072 4.883
C 1.648 -1.311 4.478
H -2.303 3.428 4.758
H -3.099 2.204 6.730
H -2.601 -0.224 7.005
H -1.331 -1.409 5.249
H -2.356 -0.046 0.741
H -4.279 -1.371 -0.052
H -4.590 -3.697 0.741
H -2.990 -4.670 2.355
H -1.094 -3.337 3.176
H 0.988 -2.864 1.539
H 2.909 -4.214 2.268
H 4.040 -3.707 4.412
H 3.232 -1.840 5.817
H 1.299 -0.492 5.093
C -0.398 3.925 -0.708
C -1.262 2.712 -0.805
O -1.024 1.699 -0.145
C -2.430 2.702 -1.710
C -2.930 3.882 -2.255
C -4.006 3.839 -3.127
C -4.566 2.618 -3.474
C -4.066 1.438 -2.937
C -3.008 1.479 -2.048
H 0.535 3.671 -0.207
H -0.912 4.673 -0.100
H -0.205 4.346 -1.694
H -2.488 4.835 -1.995
H -4.402 4.757 -3.542
H -5.396 2.585 -4.169
H -4.500 0.487 -3.218
H -2.595 0.573 -1.626
C -1.977 -2.813 -2.219
As -0.520 -1.717 -1.474
C 0.558 -3.203 -0.783
C 0.450 -1.489 -3.188
C -0.172 -0.395 -3.998
C -1.072 -0.674 -5.023
C -1.691 0.349 -5.728
C -1.410 1.673 -5.426
C -0.503 1.963 -4.415
C 0.103 0.941 -3.702
H -1.594 -3.730 -2.669
H -2.505 -2.237 -2.981
H -2.680 -3.068 -1.425
H 0.871 -3.864 -1.592
H -0.050 -3.772 -0.077
H 1.435 -2.810 -0.269
H 0.431 -2.444 -3.717
H 1.485 -1.247 -2.938
H -1.289 -1.707 -5.272
H -2.389 0.110 -6.521
H -1.888 2.473 -5.977
H -0.269 2.996 -4.183
H 0.806 1.167 -2.907
*
```

## Properties
HOMO-LUMO gap (spin up / spin down) (eV): 4.97 / 6.34
E_LUMO (spin up / spin down) (eV): -0.39 / -1.69
HOMO energy (spin up / spin down) (eV): -5.362 / -8.035



So what do the calculations give for molecular weight? Going down the list: 1043.8 758.7 983.0 g/mol.
So what do the calculations give for ΔE to the lowest compared entry with this formula, charge and spin? Going down the list: 0.0 83.7 6.5 kcal per mole.
So what do the calculations give for total energy? Going down the list: -5582.82769 -3573.72031 -5671.35104 hartree.